Record 1
Density functional theory data (ωB97M-V/def2-TZVPD) for a cluster of 2 separate species, H4O2P2 in total.

Geometry as ORCA input:
```
! wB97M-V def2-TZVPD RIJCOSX def2/J DEFGRID3
* xyz 0 1
H 0.73 2.78 1.33
P 0.93 2.34 -0.12
P -0.15 -1.23 0.05
O -0.32 0.14 0.53
H -1.11 -2.12 -1.78
H 1.83 1.38 0.23
O -1.13 -1.36 -1.30
H -0.79 -1.93 1.07
*
```

The calculation puts the energy above the lowest of the compared OMol25 structures with the same formula, charge and spin at 3.402 eV. The HOMO energy (alpha / beta) is -9.63 / -7.61 eV.

Record 2
Density functional theory data (ωB97M-V/def2-TZVPD) for a cluster of 2 separate species, C6H7BrN3O in total.

Geometry as ORCA input:
```
! wB97M-V def2-TZVPD RIJCOSX def2/J DEFGRID3
* xyz 1 1
C -0.97 -1.46 -0.33
N -0.68 -1.75 2.05
O -0.58 2.04 -0.30
C -0.49 -0.93 -1.53
H -0.41 5.06 -0.01
C 1.51 -0.44 -0.45
H 2.03 -0.87 1.44
H 1.07 0.03 -2.37
C -0.16 -1.34 0.87
C 1.14 -0.88 0.75
H -0.15 -1.39 2.89
H -1.71 -1.87 2.13
H 2.58 -0.18 -0.49
N 0.18 4.26 -0.17
N 0.77 -0.44 -1.54
C -0.25 3.15 -0.21
H -1.19 -0.72 -2.45
Br -2.68 -2.29 -0.28
*
```

The calculation puts the energy above the lowest of the compared OMol25 structures with the same formula, charge and spin at 0.000 eV. The HOMO energy is -13.32 eV.

Record 3
Density functional theory data (ωB97M-V/def2-TZVPD) for an isolated molecule of C6H13NO.

Geometry as ORCA input:
```
! wB97M-V def2-TZVPD RIJCOSX def2/J DEFGRID3
* xyz 0 1
H -2.33 -0.70 -0.45
C -1.49 -0.11 -0.04
H -1.74 -0.01 0.96
C 0.24 -1.97 0.25
H 0.23 -1.96 1.40
H -0.52 -2.63 -0.16
H -0.66 1.93 -0.21
H -3.30 1.18 -1.60
H 1.24 -2.45 0.06
H 0.61 0.89 1.11
H 2.98 -0.10 -0.57
N 0.89 0.44 0.36
C -1.58 1.30 -0.54
H 0.30 -0.39 -1.32
C -0.02 -0.55 -0.25
H 2.76 1.38 0.47
C -2.61 1.86 -1.20
O 2.92 -0.41 1.29
C 2.34 0.38 0.21
H 2.29 -0.97 1.75
H -2.55 2.88 -1.50
*
```

The calculation puts the energy above the lowest of the compared OMol25 structures with the same formula, charge and spin at 3.396 eV. The HOMO energy is -8.88 eV.

Record 4
Density functional theory data (ωB97M-V/def2-TZVPD) for a structure of composition C44H71BrN8O4PbSSi.

Geometry as ORCA input:
```
! wB97M-V def2-TZVPD RIJCOSX def2/J DEFGRID3
* xyz 2 1
C -1.25 6.26 -1.89
H -4.33 2.07 -4.84
H 2.88 -0.30 -4.81
C 1.56 1.12 3.27
N -1.08 -4.93 0.79
H 0.75 0.85 3.95
H 3.82 0.75 2.03
N -0.37 -1.34 3.37
H -1.68 -3.00 -1.70
C -3.95 4.29 -0.90
H -5.55 2.94 -1.57
C -4.36 -0.43 2.19
C -2.72 -1.36 3.71
H 3.24 -0.38 0.79
N 1.21 -4.81 0.01
H -3.97 6.28 -1.88
C 2.01 -1.24 2.95
C -1.32 -1.56 4.21
H 5.37 -2.94 1.50
H -5.11 0.06 2.82
C 1.16 -3.37 0.06
C 1.62 0.66 -1.72
C 6.50 -0.67 -0.73
C -0.66 -3.35 -1.52
O 3.48 -3.98 -2.85
H 1.81 -2.94 -0.69
C 4.75 -2.82 -0.54
H -3.17 4.13 -5.65
H -3.79 5.07 -4.31
H -2.14 -3.13 0.67
C -3.41 -3.03 5.29
H -2.87 1.55 3.53
H 4.12 -3.70 -0.49
Si -2.45 3.75 -1.97
C 6.33 -1.30 0.50
H -0.14 4.66 -3.80
H 7.97 -0.29 1.45
H 3.87 0.07 -3.41
H -4.62 2.31 -0.21
C 1.06 -3.22 4.01
C -0.85 4.78 -1.72
H -0.36 6.88 -1.76
N -0.23 -2.85 -0.18
H -0.79 -3.15 1.83
H 2.62 1.27 0.83
H -1.64 6.47 -2.89
O 1.34 -0.50 -1.12
H -2.51 -5.02 -0.74
H -2.50 1.31 1.80
C 3.41 -3.11 3.58
H 7.20 0.15 -0.81
C -3.67 -2.33 4.17
H 0.70 5.24 -0.32
H -5.02 3.01 -3.53
H -1.33 0.80 3.03
H 0.34 -6.45 0.96
H 0.83 0.23 -3.63
C 0.76 -5.24 -1.33
H -3.12 4.03 1.10
H 0.63 -5.04 2.01
H 2.44 1.33 3.88
H 6.00 -0.64 -2.82
H 0.00 -2.92 -2.28
H 4.39 -3.55 3.63
H 1.29 2.02 2.72
O 4.79 -2.42 -4.33
H 0.15 3.57 -0.20
H 1.49 -3.03 1.06
C 7.07 -0.84 1.72
Pb -0.15 -0.46 0.42
C -3.53 4.83 0.47
C 2.31 -3.81 4.05
C -2.84 3.16 -3.74
H -2.11 -3.36 7.02
C 0.21 4.48 -2.79
C -5.03 3.22 -0.66
H -5.77 3.64 0.02
H -2.08 1.95 -5.34
H -4.18 -3.68 5.69
C -1.12 -3.48 0.84
Br -1.92 1.74 -0.91
C -1.17 -2.18 5.53
H -5.03 5.08 -2.65
H 0.19 -3.79 4.31
C 2.95 0.44 1.45
H -1.45 -6.44 -0.61
H 0.59 3.46 -2.71
H 2.42 -4.82 4.43
C -1.49 -5.35 -0.56
H -4.67 -1.44 1.95
C -0.19 4.60 -0.35
H 1.44 -4.82 -2.08
C -2.18 -2.89 6.05
H -2.79 5.63 0.42
H 2.14 -1.73 -2.42
C -1.74 2.28 -4.35
H -0.23 -2.05 6.05
S 4.01 -2.68 -3.17
C 4.93 -2.16 -1.75
H -4.41 5.24 0.97
H -0.81 2.82 -4.50
N -0.61 -4.79 -1.58
H -4.26 0.13 1.26
C 0.89 -1.92 3.50
H 1.95 1.60 -3.58
H 6.45 -0.16 2.32
N 1.84 0.03 2.32
C -4.64 5.43 -1.69
H 0.80 -6.32 -1.38
C -2.97 4.43 -4.61
C 5.82 -1.10 -1.86
H -4.65 -2.39 3.72
H -1.98 6.60 -1.16
H 1.06 5.15 -2.62
H -1.54 1.39 -3.76
H 7.35 -1.68 2.36
N 2.70 -1.70 -3.26
C -2.38 0.89 2.80
H -4.16 1.50 -3.17
C -4.16 2.39 -3.81
H 4.13 -1.33 2.65
C 1.78 0.59 -3.22
H -2.05 5.02 -4.62
C 2.90 -0.32 -3.72
N -3.05 -0.42 2.85
C 3.26 -1.84 3.03
H -0.84 4.88 0.47
C 0.31 -5.36 1.01
O 1.72 1.69 -1.08
C 5.46 -2.39 0.57
H -5.48 5.81 -1.12
*
```

The calculation puts the energy above the lowest of the compared OMol25 structures with the same formula, charge and spin at 0.428 eV. The HOMO energy is -13.20 eV.